(1)
DFT (ωB97M-V/def2-TZVPD) results for C24H71CoN11O15 as an isolated structure.

Summary:
Multiplicity = 4
Expectation value of S² = 3.756
HOMO-LUMO gap (alpha / beta) = 8.2 / 8.2 eV
Net charge = 0
HOMO (alpha / beta) = -8.47 / -8.47 eV

XYZ file:
```
122
Properties=species:S:1:pos:R:3:lowdin_spin:R:1
Co 2.07824 2.75165 -0.15602 2.792
O 0.13112 2.33339 -0.67648 0.066
C -0.26560 1.42522 0.34435 0.004
C 0.88254 0.69204 1.08118 0.003
O 2.10916 1.29448 1.35872 0.058
H -1.12912 0.77936 0.12864 0.001
H -0.76528 2.10110 1.06867 0.001
H 1.02191 -0.25809 0.52991 0.000
H 0.43413 0.22617 1.96558 0.001
C 7.85486 -1.46572 -1.46549 0.000
O 6.64363 -0.85258 -1.12200 0.000
C 6.58295 -0.45735 0.24033 0.000
C 6.54753 -1.64650 1.21338 0.000
N 5.46324 -2.62267 0.91296 0.000
C 4.19590 -2.00773 1.29496 0.000
C 3.03259 -2.96469 1.08247 0.000
O 2.99414 -3.34059 -0.26657 0.000
C 2.12532 -2.57213 -1.05057 0.000
H 8.69577 -0.76533 -1.36866 0.000
H 7.80409 -1.70714 -2.52911 0.000
H 8.04183 -2.39248 -0.91672 0.000
H 5.76024 0.22641 0.43116 0.000
H 7.50481 0.10829 0.42629 0.000
H 6.53183 -1.45212 2.28865 0.000
H 7.51776 -2.15375 1.15753 0.000
H 5.51691 -2.56727 -0.10477 0.000
H 4.02970 -1.05003 0.77672 0.000
H 4.20455 -1.64941 2.33094 0.000
H 2.09980 -2.52013 1.44944 0.000
H 3.26864 -3.77218 1.78347 0.000
H 1.08171 -2.90013 -0.95645 0.000
H 2.30515 -2.71770 -2.11825 0.000
H 2.20514 -1.49563 -0.87471 0.000
C -5.44341 0.13335 1.64475 0.000
O -4.70302 0.45696 0.47038 0.000
C -4.37800 1.82944 0.28291 0.000
C -3.85761 2.07736 -1.13016 0.000
N -4.94187 2.10776 -2.12506 0.000
C -4.29135 2.08882 -3.44895 0.000
C -5.25187 2.41058 -4.58582 0.000
O -6.21015 1.37459 -4.69823 0.000
C -6.91795 1.41687 -5.91835 0.000
H -5.74833 -0.88837 1.43912 0.000
H -6.32682 0.77492 1.69646 0.000
H -4.85597 0.25763 2.55534 0.000
H -3.62830 2.08746 1.04107 0.000
H -5.27018 2.43153 0.49279 0.000
H -3.18615 1.23084 -1.34268 0.000
H -3.27184 2.99625 -1.17436 0.000
H -5.36604 1.19082 -1.98813 0.000
H -3.79204 1.14942 -3.69319 0.000
H -3.64597 2.97145 -3.41692 0.000
H -4.70678 2.50891 -5.53454 0.000
H -5.73470 3.39108 -4.47970 0.000
H -7.72926 2.14621 -5.84827 0.000
H -7.33857 0.43632 -6.13951 0.000
H -6.23868 1.63877 -6.74724 0.000
C -0.99706 -7.69424 2.21102 0.000
O -1.23374 -6.58048 1.38207 0.000
C -0.54773 -5.44235 1.86963 0.000
C -1.08050 -4.20177 1.17954 0.000
N -2.18173 -3.62173 1.93407 0.000
C -3.11460 -2.79525 1.14017 0.000
C -2.57649 -1.99629 -0.04572 0.000
O -2.13965 -2.79269 -1.14540 0.000
C -3.09285 -3.68714 -1.70863 0.000
H -1.39811 -8.57542 1.70830 0.000
H -1.45564 -7.69506 3.20596 0.000
H 0.07516 -7.85690 2.36513 0.000
H 0.53268 -5.57289 1.72756 0.000
H -0.69079 -5.30738 2.95306 0.000
H -1.31478 -4.45801 0.14435 0.000
H -0.25068 -3.48040 1.18062 0.000
H -2.54940 -4.30925 2.57341 0.000
H -3.55605 -2.05268 1.80940 0.000
H -3.94939 -3.43587 0.83765 0.000
H -1.62264 -1.51543 0.20618 0.000
H -3.20065 -1.13035 -0.27765 0.000
H -3.07905 -3.48340 -2.78524 0.000
H -4.08746 -3.45427 -1.33202 0.000
H -2.79498 -4.73590 -1.64752 0.000
C 1.24777 4.33841 2.80025 0.002
O 1.61540 4.34053 1.62002 0.015
N 1.31924 3.16520 3.49950 0.000
N 0.72034 5.40620 3.43994 0.001
H 1.55362 2.32179 2.98705 0.000
H 0.83902 3.14167 4.38130 0.000
H 0.21285 5.19992 4.27940 0.000
H 0.62719 6.27344 2.94818 0.000
C -1.25156 0.34178 -3.69672 0.000
O -1.93597 -0.14795 -4.60215 0.000
N -0.83057 1.64874 -3.72580 0.000
N -1.03059 -0.19634 -2.49597 0.000
H -0.97449 2.31523 -4.45326 0.000
H -0.53399 1.96597 -2.81256 0.000
H -1.29321 -1.16065 -2.34801 0.000
H -0.55249 0.36340 -1.80848 0.000
C 0.84141 -2.21129 4.46470 0.000
O 0.72009 -3.15396 5.24936 0.000
N 2.02257 -1.50601 4.34771 0.000
N -0.18158 -1.71497 3.71778 0.000
H 2.77735 -1.83572 4.92058 0.000
H 1.92912 -0.54353 4.07365 0.000
H 0.01649 -0.87015 3.22265 0.000
H -0.76980 -2.43336 3.31666 0.000
C 1.63051 5.50480 -2.00603 0.005
O 1.88020 4.55541 -1.24633 0.023
N 0.47514 5.51527 -2.70547 0.000
N 2.44833 6.55815 -2.17326 0.001
H -0.15172 4.75542 -2.48450 0.000
H 0.40696 5.87003 -3.64309 0.000
H 2.21358 7.32197 -2.77641 0.000
H 3.28026 6.60208 -1.61452 0.000
O -1.21669 4.66027 0.25324 0.000
H -0.35284 4.89323 0.61687 0.000
H -1.03415 3.85716 -0.27231 0.000
O 3.98977 3.38785 0.34067 0.024
H 4.33386 2.96393 1.16912 0.001
H 4.55077 4.14976 0.17772 0.002
O 4.66839 1.74297 2.40046 0.000
H 3.71358 1.53368 2.25726 0.000
H 4.71160 2.12916 3.28368 0.000
```

=====

(2)
DFT (ωB97M-V/def2-TZVPD) results for one molecule with the formula C22H12F4N2.

Summary:
HOMO-LUMO gap = 9.5 eV
Net charge = 0
SMILES string = N#CC(C#N)(c1ccccc1)C(c1cc(F)cc(F)c1)c1cc(F)cc(F)c1
HOMO = -9.73 eV

XYZ file:
```
40
Properties=species:S:1:pos:R:3:mulliken_charge:R:1
N 0.54265 0.90456 2.55277 -0.690
C -0.13574 0.83360 1.59424 -0.476
C -0.83692 0.77898 0.32288 2.771
C -1.29064 2.16907 0.08316 -0.339
N -1.65646 3.27209 -0.17519 -0.623
C -2.16758 -0.01128 0.55989 -0.140
C -3.23459 0.20743 -0.34022 -0.543
C -4.24767 -0.75569 -0.44974 -0.579
C -4.32056 -1.81614 0.44688 -0.495
C -3.34005 -1.95721 1.42441 -0.651
C -2.28987 -1.02546 1.54009 -0.324
C 0.55770 0.47572 -0.54544 0.369
C 1.64706 1.54869 -0.48399 0.664
C 2.85221 1.48974 0.22895 -0.676
C 3.65362 2.64805 0.29190 0.318
F 4.77460 2.61621 1.10775 -0.324
C 3.32104 3.86429 -0.28777 -0.822
C 2.21677 3.81788 -1.13387 0.360
F 1.85403 4.97561 -1.79545 -0.314
C 1.40789 2.69903 -1.25539 -0.905
C 0.85532 -0.99997 -0.36414 0.511
C -0.02048 -1.84233 -1.05652 -0.846
C 0.13144 -3.21582 -0.97927 0.486
F -0.80304 -4.00401 -1.61733 -0.335
C 1.14530 -3.83792 -0.25898 -0.952
C 2.01993 -2.97304 0.38159 0.192
F 3.07443 -3.53341 1.08304 -0.331
C 1.88942 -1.56851 0.37889 -0.485
H -3.14369 1.01396 -1.08287 0.352
H -4.92798 -0.69764 -1.28604 0.395
H -5.16452 -2.49502 0.41364 0.398
H -3.33597 -2.83537 2.05623 0.389
H -1.46923 -1.18308 2.25479 0.354
H -0.04065 0.61335 -1.45937 0.663
H 3.12410 0.60578 0.80751 0.198
H 3.85306 4.79986 -0.10851 0.473
H 0.52705 2.76094 -1.90154 0.476
H -0.84658 -1.45278 -1.65861 0.382
H 1.23447 -4.93046 -0.24053 0.471
H 2.59013 -0.95968 0.95217 0.628
```

=====

(3)
DFT (ωB97M-V/def2-TZVPD) results for a 2-piece molecular cluster, C4H10OS overall.

Summary:
ΔE to the lowest compared entry with this formula, charge and spin = 111.5 kJ/mol
HOMO-LUMO gap = 9.6 eV
Net charge = 0
SMILES string = CC=O.CCS
HOMO = -8.83 eV

XYZ file:
```
16
Properties=species:S:1:pos:R:3:mulliken_charge:R:1
C 2.20814 0.91160 -0.04350 -0.882
C 1.09776 0.94703 1.00679 0.185
O 0.87233 -0.05345 1.72621 -0.520
H 2.69219 -0.05567 -0.08998 0.330
H 1.67901 0.92299 -1.02470 0.215
H 2.80545 1.84727 -0.08644 0.335
H 0.48405 1.87900 1.16687 0.345
C -0.87374 -1.51766 -0.42352 -0.965
C -1.79230 -0.42701 0.19078 -0.312
S -2.02315 1.06121 -0.75796 -0.230
H -1.41823 -1.89949 -1.35247 0.317
H 0.19181 -1.26111 -0.56432 0.224
H -0.88228 -2.37987 0.26112 0.318
H -1.17340 -0.13332 1.04411 0.192
H -2.74927 -0.67032 0.63963 0.371
H -1.11838 0.82881 -1.69262 0.079
```

=====

(4)
DFT (ωB97M-V/def2-TZVPD) results for an isolated ion of composition C5H7N2 and charge +1.

Summary:
ΔE to the lowest compared entry with this formula, charge and spin = 431.9 kJ/mol
HOMO-LUMO gap = 9.3 eV
Net charge = +1
SMILES string = C=C=[N+]=CNC=C
HOMO = -13.95 eV

XYZ file:
```
14
Properties=species:S:1:pos:R:3:mulliken_charge:R:1
C -1.48751 0.23543 2.06249 -0.850
C -0.83220 0.97218 1.22133 0.746
N -0.16433 1.52292 0.36079 -0.300
C 0.81311 1.76763 -0.48221 0.101
N 1.03037 0.89453 -1.41368 -0.103
C 0.33839 -0.41960 -1.29363 -0.116
C 0.49826 -1.30905 -0.32820 -0.829
H -2.01465 0.72850 2.86779 0.336
H -1.72475 -0.70907 1.45738 0.296
H 1.51341 2.62782 -0.37818 0.374
H 1.79087 1.12475 -2.12653 0.310
H -0.14475 -0.86122 -2.09432 0.368
H 1.01242 -1.22269 0.68302 0.367
H -0.13395 -2.22676 -0.28495 0.300
```

=====

no.,maximum force (eV/Å)
1,3.1
2,4.7
3,3.4
4,3.1